1.
Entry from the OMol25 dataset: an isolated ion of composition C4H4N and charge +1 (ωB97M-V/def2-TZVPD).

Positions of all 9 atoms, in Å:
1 C -1.8594 -1.5618 -0.5069
2 N -1.2256 -0.5734 -0.4688
3 C -0.3158 0.2222 -0.2086
4 C 0.6075 0.5657 0.6391
5 C 1.8064 1.0544 0.9079
6 H -2.7405 -1.9813 -0.9377
7 H -0.8854 1.2375 -0.4303
8 H 2.4647 0.8076 1.7605
9 H 2.1182 1.2009 -0.1660

Summary:
Total charge: +1
Strongest force on any atom, hartree/bohr: 0.186
Lowest unoccupied orbital energy, Eh: -0.225
Energy, Eh: -209.0699
Orbital gap, eV: 8.30
Structure (SMILES): C#[N+]C=C=C
Relative energy (zero: lowest compared OMol25 entry of this formula, charge and spin), kcal per mole: 59.4

Partial charges, Mulliken, in e: 0.090, 0.121, -0.128, 0.185, -0.521, 0.376, 0.251, 0.347, 0.278

2.
Entry from the OMol25 dataset: one molecule with the formula C4H4N2 (ωB97M-V/def2-TZVPD).

Positions of all 10 atoms, in Å:
1 C 2.6646 -0.6735 -0.0603
2 C 1.6946 0.0617 -0.0284
3 C 0.6763 1.0683 -0.0528
4 N -0.6031 0.9408 -0.2410
5 N -1.0034 -0.4057 -0.4409
6 C -2.2676 -0.5042 0.0966
7 H 3.4291 -1.3948 -0.0244
8 H 1.0002 2.0982 0.1307
9 H -2.6470 -1.5373 0.0511
10 H -2.9435 0.3464 0.5694

Summary:
Total charge: 0
Strongest force on any atom, hartree/bohr: 0.117
Lowest unoccupied orbital energy, Eh: -0.003
Energy, Eh: -264.1721
Orbital gap, eV: 9.51
Structure (SMILES): C#C/C=N\N=C
Relative energy (zero: lowest compared OMol25 entry of this formula, charge and spin), kcal per mole: 96.9

Partial charges, Mulliken, in e: 0.236, -0.167, -0.476, -0.264, -0.352, -0.244, 0.401, 0.315, 0.281, 0.270

3.
Entry from the OMol25 dataset: one molecule with the formula C4H4N2 (ωB97M-V/def2-TZVPD).

Positions of all 10 atoms, in Å:
1 C 0.0643 -1.0805 0.0436
2 C 1.3172 -0.6213 -0.2276
3 N 1.4054 0.7628 -0.1337
4 C 0.2379 1.2204 0.1952
5 N -0.6960 0.2225 0.4648
6 C -1.6991 -0.1023 -0.3465
7 H -0.2428 -2.0482 0.4304
8 H 2.2248 -1.2207 -0.2793
9 H -0.1051 2.2398 0.0155
10 H -2.5067 0.6276 -0.1623

Summary:
Total charge: 0
Strongest force on any atom, hartree/bohr: 0.121
Lowest unoccupied orbital energy, Eh: -0.008
Energy, Eh: -264.1216
Orbital gap, eV: 7.68
Relative energy (zero: lowest compared OMol25 entry of this formula, charge and spin), kcal per mole: 128.6

Partial charges, Mulliken, in e: -0.086, -0.246, -0.471, -0.031, 0.040, -0.449, 0.336, 0.370, 0.365, 0.173

4.
Entry from the OMol25 dataset: a 2-piece molecular cluster, C4H4N2 overall (ωB97M-V/def2-TZVPD).

Positions of all 10 atoms, in Å:
1 C 0.9291 0.8997 -0.0227
2 C 1.6652 -0.0931 -0.1569
3 N 0.5918 -1.9830 -0.0525
4 N -0.5116 -1.9997 0.1582
5 C -1.6605 -0.1506 0.1643
6 C -0.9647 0.8620 -0.0260
7 H 1.0477 1.9626 0.0973
8 H 2.5647 -0.6608 -0.2520
9 H -2.5359 -0.7484 0.2934
10 H -1.1258 1.9112 -0.2031

Summary:
Total charge: 0
Strongest force on any atom, hartree/bohr: 0.032
Lowest unoccupied orbital energy, Eh: 0.013
Energy, Eh: -264.1109
Orbital gap, eV: 8.32
Relative energy (zero: lowest compared OMol25 entry of this formula, charge and spin), kcal per mole: 135.2

Partial charges, Mulliken, in e: -0.297, -0.286, -0.117, -0.116, -0.286, -0.297, 0.294, 0.405, 0.405, 0.294

5.
Entry from the OMol25 dataset: one molecule with the formula C4H4N2 (ωB97M-V/def2-TZVPD).

Positions of all 10 atoms, in Å:
1 C -0.1254 1.0833 -0.7408
2 N -0.2637 1.6307 0.4986
3 N -0.3499 0.6788 1.5660
4 C -0.3497 -0.4298 1.0010
5 C -0.2790 -0.4125 -0.4767
6 C 0.1562 -1.5924 0.2305
7 H -0.2263 1.8567 -1.5773
8 H -0.3551 2.6731 0.7141
9 H -0.6307 -2.4454 0.1966
10 H 1.2477 -1.8799 0.2946

Summary:
Total charge: 0
Strongest force on any atom, hartree/bohr: 0.113
Lowest unoccupied orbital energy, Eh: 0.033
Energy, Eh: -264.1299
Orbital gap, eV: 9.30
Structure (SMILES): c1[nH]nc2c1C2
Relative energy (zero: lowest compared OMol25 entry of this formula, charge and spin), kcal per mole: 123.3

Partial charges, Mulliken, in e: -0.463, 0.146, -0.715, 0.277, -0.148, -0.056, 0.299, 0.269, 0.170, 0.222

6.
Entry from the OMol25 dataset: one molecule with the formula C4H4N2 (ωB97M-V/def2-TZVPD).

Positions of all 10 atoms, in Å:
1 C -0.1890 -1.5157 -0.2745
2 C -2.6837 1.0875 -0.3370
3 C 0.3116 -0.3896 0.0444
4 C 1.1872 0.7247 0.1582
5 N -1.9639 0.2208 -0.0040
6 N -1.0168 -0.5872 0.5720
7 H -0.0550 -2.4525 -0.6732
8 H 1.2324 1.0640 1.1056
9 H 0.8987 1.5060 -0.4427
10 H 2.2786 0.3420 -0.1489

Summary:
Total charge: 0
Strongest force on any atom, hartree/bohr: 0.110
Lowest unoccupied orbital energy, Eh: 0.029
Energy, Eh: -264.1143
Orbital gap, eV: 10.05
Relative energy (zero: lowest compared OMol25 entry of this formula, charge and spin), kcal per mole: 133.1

Partial charges, Mulliken, in e: -0.253, -0.287, 0.405, -1.056, 0.251, -0.464, 0.441, 0.369, 0.347, 0.247

7.
Entry from the OMol25 dataset: one molecule with the formula C4H4N2 (ωB97M-V/def2-TZVPD).

Positions of all 10 atoms, in Å:
1 C 2.0327 -0.0965 0.1200
2 C 0.8516 0.0353 0.3548
3 C -0.5398 0.2832 0.4713
4 N -0.7543 -1.0260 -0.3390
5 C -0.9140 1.6570 -0.0235
6 N -1.1721 2.7325 -0.3751
7 H 2.6322 -0.8516 -0.3267
8 H -1.0673 0.1449 1.4200
9 H -0.6432 -0.9526 -1.3308
10 H -0.4256 -1.9261 0.0290

Summary:
Total charge: 0
Strongest force on any atom, hartree/bohr: 0.056
Lowest unoccupied orbital energy, Eh: 0.020
Energy, Eh: -264.1740
Orbital gap, eV: 9.65
Structure (SMILES): C#C[C@H](N)C#N
Relative energy (zero: lowest compared OMol25 entry of this formula, charge and spin), kcal per mole: 95.7

Partial charges, Mulliken, in e: -0.270, -0.281, 0.487, -0.653, 0.032, -0.355, 0.265, 0.229, 0.268, 0.278

8.
Entry from the OMol25 dataset: C4H4N2 as an isolated structure (ωB97M-V/def2-TZVPD).

Positions of all 10 atoms, in Å:
1 C -0.9607 0.0328 -0.1680
2 C 0.0909 1.0872 -0.1514
3 C 1.2790 0.4026 -0.0560
4 C 0.8437 -0.8938 -0.0058
5 H -2.4406 -0.8770 0.2004
6 H -0.0143 2.1876 -0.1146
7 H 2.2361 0.7889 0.2485
8 H 1.5420 -1.7050 0.2113
9 N -2.1750 0.1957 0.0523
10 N -0.4012 -1.2190 -0.2168

Summary:
Total charge: 0
Strongest force on any atom, hartree/bohr: 0.122
Lowest unoccupied orbital energy, Eh: -0.034
Energy, Eh: -264.2530
Orbital gap, eV: 9.04
Relative energy (zero: lowest compared OMol25 entry of this formula, charge and spin), kcal per mole: 46.1

Partial charges, Mulliken, in e: 0.446, -0.247, -0.351, -0.128, 0.344, 0.355, 0.375, 0.380, -0.599, -0.572

> What is the energy in the fifth record?

-264.1299 Eh

> Among the records above, which one has the lowest orbital gap?

number 3